Entry 1:
Here is an isolated molecule of C6H7N from the OMol25 dataset. Energies are from ωB97M-V/def2-TZVPD.

Last column: Mulliken charge in e.
Geometry (Å):
C (0.4928, 0.5042, -1.3902)  -0.34
C (0.5928, 0.3610, 1.0045)  -0.66
H (0.5225, 1.1659, 1.7570)  0.30
H (2.2137, 1.2075, -0.3288)  0.41
C (-0.8682, -0.0799, 0.4949)  0.29
C (1.2212, 0.7727, -0.3020)  -0.36
C (-0.8724, -0.0574, -1.0633)  -0.79
H (-1.7309, 0.4312, 0.9496)  0.43
N (-0.0330, -2.2507, 1.6280)  -0.59
H (0.8262, 0.6372, -2.4202)  0.37
H (0.9260, -0.8137, 1.5128)  0.26
H (-1.6890, 0.5571, -1.4744)  0.31
C (-0.5796, -1.3680, 1.1009)  0.06
H (-1.0222, -1.0671, -1.4688)  0.32

E_HOMO   -9.1 eV
LUMO level   0.8652 eV
Energy relative to the best compared isomer or geometry (same formula, charge and spin)   304.1 kJ/mol
Spin multiplicity   1
Total energy   -287.47141 a.u.
Total charge   0
Molar mass   93.1 g mol⁻¹
SMILES   N#CC1CC=CC1

Entry 2:
Here is a structure of composition C6H7N from the OMol25 dataset. Energies are from ωB97M-V/def2-TZVPD.

Last column: Mulliken charge in e.
Geometry (Å):
N (1.1704, 1.1369, -1.0008)  -0.73
C (0.0798, -1.3755, 1.6823)  -0.56
H (-1.4413, -2.1754, 3.1149)  0.45
H (-0.0449, 1.5168, -2.7644)  0.30
C (1.0240, -0.8337, 0.7786)  -0.95
H (-1.2659, -0.2448, -1.4142)  0.34
C (0.5696, 0.2076, -0.3042)  0.49
H (1.6771, -1.4908, 0.2250)  0.35
H (-1.3764, 0.7270, 0.0402)  0.22
H (-0.3263, 2.6325, -1.4421)  0.19
C (-0.1066, 1.5025, -1.7051)  -0.32
C (-0.8205, -1.7822, 2.3537)  0.29
C (-0.8083, 0.4461, -0.8731)  -0.47
H (1.6694, -0.2668, 1.3092)  0.41

E_HOMO   -9.4 eV
LUMO level   0.9744 eV
Energy relative to the best compared isomer or geometry (same formula, charge and spin)   429.4 kJ/mol
Spin multiplicity   1
Total energy   -287.42367 a.u.
Total charge   0
Molar mass   93.1 g mol⁻¹